24
Properties=species:S:1:pos:R:3:lowdin_charge:R:1 method="wB97M-V/def2-TZVPD" smiles="C=[N+](C)S(=O)(=O)c1cncc(C)c1" energy_ev=-26373.957 total_charge=+1 homo_lumo_gap_ev=8.73 homo_ev=-13.244 lumo_ev=-4.512 relative_energy_kcal_mol=73.9
C -3.324 -0.112 1.560 0.1084
N -2.832 -0.324 0.452 -0.1658
C -2.599 -1.586 -0.218 -0.0562
S -2.006 1.103 -0.644 0.7856
O -2.178 0.514 -1.872 -0.2452
O -2.511 2.357 -0.282 -0.2329
C -0.043 1.103 0.095 -0.1090
C 0.294 1.868 1.263 -0.1212
N 1.538 2.126 1.368 0.0953
C 2.474 1.751 0.488 -0.0438
C 2.182 0.865 -0.514 -0.2189
C 3.270 0.232 -1.368 -0.0104
C 0.843 0.614 -0.774 -0.0491
H -3.399 0.901 1.883 0.1032
H -3.786 -0.805 2.308 0.1517
H -3.162 -2.375 0.196 0.0809
H -2.958 -1.503 -1.317 0.1273
H -1.475 -1.902 -0.357 0.1501
H -0.468 2.340 1.857 0.1177
H 3.459 2.018 0.774 0.1229
H 4.330 0.537 -1.105 0.1208
H 3.200 0.401 -2.346 0.0362
H 3.182 -0.821 -1.259 0.0810
H 0.697 -0.180 -1.590 0.1713

***

76
Properties=species:S:1:pos:R:3:lowdin_charge:R:1 method="wB97M-V/def2-TZVPD" energy_ev=-111597.166 total_charge=0 homo_lumo_gap_ev=6.90 homo_ev=-7.934 lumo_ev=-1.031 relative_energy_kcal_mol=27.3
Ta -0.704 0.225 -0.947 1.4980
C -2.617 1.768 1.070 -0.0579
N -2.365 1.619 -0.384 -0.3947
C -3.618 1.248 -1.070 -0.0665
C -1.815 2.896 -0.940 -0.1565
C -0.381 3.099 -0.484 -0.2745
C 0.119 4.366 -0.223 -0.0460
C 1.447 4.512 0.151 -0.0783
C 2.259 3.394 0.283 -0.0891
C 1.749 2.127 0.038 -0.1073
C 0.425 1.952 -0.367 -0.2568
H -3.384 2.535 1.225 0.1013
H -1.693 2.055 1.562 0.0967
H -2.944 0.814 1.476 0.0733
H -4.359 2.045 -0.963 0.1025
H -4.013 0.336 -0.625 0.0970
H -3.433 1.083 -2.133 0.0928
H -2.473 3.725 -0.660 0.1322
H -1.857 2.808 -2.032 0.1273
H -0.523 5.236 -0.310 0.1109
H 1.847 5.499 0.347 0.1039
H 3.291 3.512 0.586 0.1069
H 2.387 1.261 0.177 0.0991
O -1.296 -0.917 -4.867 0.1070
C -0.428 -0.404 -4.204 -0.5581
O -0.448 -0.314 -2.898 -0.2347
C 0.661 0.406 -4.865 -0.0878
C 1.424 1.325 -4.159 0.0776
C 2.383 2.056 -4.837 -0.1030
C 2.629 1.899 -6.185 0.0916
C 1.850 0.973 -6.853 -0.1024
C 0.867 0.233 -6.228 0.0868
N 2.080 0.779 -8.301 -0.3499
O 2.939 1.457 -8.822 0.0904
O 1.402 -0.051 -8.866 0.0955
N 3.175 3.053 -4.088 -0.3394
O 2.922 3.180 -2.908 0.0886
O 4.154 3.508 -4.641 0.0957
H 1.291 1.488 -3.098 0.1055
H 3.389 2.471 -6.693 0.1347
H 0.262 -0.470 -6.782 0.1378
C -0.487 -0.696 0.571 -0.4797
Ge -0.274 -1.642 2.216 0.8609
C -1.908 -1.313 3.255 -0.2793
C -3.088 -1.751 2.646 -0.1352
C -4.326 -1.539 3.233 -0.0947
C -4.411 -0.879 4.453 -0.0971
C -3.252 -0.447 5.077 -0.0913
C -2.013 -0.664 4.482 -0.1009
C -0.184 -3.575 1.915 -0.2940
C -0.080 -4.442 3.003 -0.1061
C -0.013 -5.815 2.816 -0.0919
C -0.049 -6.342 1.531 -0.0967
C -0.151 -5.492 0.440 -0.0916
C -0.219 -4.117 0.634 -0.1148
C 1.435 -1.101 3.011 -0.2711
C 2.567 -1.679 2.430 -0.1157
C 3.845 -1.340 2.848 -0.0896
C 4.017 -0.409 3.864 -0.0966
C 2.907 0.177 4.450 -0.0937
C 1.629 -0.165 4.024 -0.1054
H -3.035 -2.274 1.696 0.0995
H -5.225 -1.895 2.744 0.1000
H -5.374 -0.713 4.917 0.0995
H -3.307 0.059 6.033 0.1007
H -1.128 -0.321 5.000 0.0780
H -0.051 -4.044 4.013 0.1032
H 0.067 -6.475 3.671 0.0997
H 0.004 -7.413 1.383 0.0988
H -0.179 -5.899 -0.563 0.0996
H -0.300 -3.455 -0.222 0.0781
H 2.447 -2.414 1.640 0.0993
H 4.706 -1.804 2.384 0.1009
H 5.013 -0.143 4.196 0.0994
H 3.032 0.908 5.240 0.0998
H 0.785 0.329 4.486 0.0779

***

20
Properties=species:S:1:pos:R:3:lowdin_charge:R:1 method="wB97M-V/def2-TZVPD" smiles="CCC(N)=O.CC" energy_ev=-8932.483 total_charge=0 homo_lumo_gap_ev=10.91 homo_ev=-10.055 lumo_ev=0.850 relative_energy_kcal_mol=35.2
C 1.758 0.591 -1.218 -0.0987
C 0.379 1.209 -1.630 -0.1813
C -0.355 1.847 -0.502 -0.4993
N -1.542 2.492 -0.973 0.1520
O -0.010 1.665 0.678 0.0267
H 2.661 0.981 -1.784 0.0841
H 1.775 -0.505 -1.322 0.0615
H 2.070 0.709 -0.198 0.0525
H 0.487 1.882 -2.502 0.1102
H -0.385 0.425 -2.009 0.1439
H -2.071 2.941 -0.257 0.0928
H -1.762 2.514 -1.898 0.0464
C 0.008 -2.207 0.975 -0.1751
C -0.713 -1.977 2.240 -0.2289
H -0.213 -3.122 0.519 0.0420
H -0.079 -1.307 0.348 0.0584
H 1.014 -2.438 1.430 0.0914
H -1.002 -0.892 2.525 0.0867
H -0.217 -2.320 3.114 0.0268
H -1.801 -2.488 2.465 0.1079

***

31
Properties=species:S:1:pos:R:3:lowdin_charge:R:1 method="wB97M-V/def2-TZVPD" energy_ev=-35118.587 total_charge=+1 homo_lumo_gap_ev=10.24 homo_ev=-13.189 lumo_ev=-2.949 relative_energy_kcal_mol=2.9
K 0.838 -29.093 -0.452 0.9267
C 4.111 -29.459 -1.839 -0.2191
C 3.455 -29.620 -3.190 -0.2083
O 2.219 -28.888 -3.252 -0.0837
O 4.538 -28.121 -1.579 -0.0615
H 4.977 -30.128 -1.800 0.1343
H 3.454 -29.717 -1.006 0.0954
H 3.259 -30.668 -3.420 0.1287
H 4.154 -29.228 -3.937 0.1333
H 2.215 -28.357 -4.052 0.1000
H 4.934 -27.754 -2.377 0.1141
C 1.274 -25.903 1.168 -0.2314
C 2.457 -26.006 0.255 -0.2203
O 2.172 -26.843 -0.873 -0.1693
O 0.918 -27.179 1.716 -0.1079
H 0.428 -25.463 0.626 0.1267
H 1.546 -25.187 1.951 0.1319
H 3.315 -26.421 0.792 0.1360
H 2.700 -24.993 -0.073 0.1318
H 3.015 -27.238 -1.164 0.0309
H 0.113 -27.046 2.225 0.0937
C -3.662 -27.028 -1.970 -0.2345
C -2.165 -27.080 -1.842 -0.2058
O -1.709 -28.018 -0.826 -0.1550
O -4.305 -26.378 -0.878 -0.0466
H -4.062 -28.043 -2.058 0.1286
H -3.916 -26.462 -2.862 0.1302
H -1.743 -26.095 -1.631 0.1269
H -1.729 -27.432 -2.777 0.1254
H -2.047 -27.681 0.010 0.0731
H -4.082 -26.831 -0.059 0.0759

***

18
Properties=species:S:1:pos:R:3:lowdin_charge:R:1 method="wB97M-V/def2-TZVPD" energy_ev=-18682.366 total_charge=+1 homo_lumo_gap_ev=10.08 homo_ev=-13.213 lumo_ev=-3.130 relative_energy_kcal_mol=19.8
C -0.390 0.350 1.162 -0.1695
C -1.065 -0.939 0.666 -0.4888
S 0.103 -2.235 0.032 0.7823
N 0.109 1.038 -0.099 0.1534
H -1.229 0.976 1.489 0.1299
H 0.425 0.281 1.864 0.1295
H -1.817 -1.415 1.426 0.1323
H -1.656 -0.720 -0.217 0.0606
H -0.653 -3.296 0.078 -0.1383
H 0.263 2.058 -0.049 0.1308
H 0.696 0.548 -0.773 0.0831
H -0.791 1.193 -0.580 0.1540
H 1.654 -1.205 -1.308 -0.0448
H 2.749 -0.578 -2.140 0.0720
O 1.889 -0.366 -1.764 -0.0912
H -1.073 3.917 -0.441 0.0678
H -0.808 4.398 1.002 0.0734
O -0.877 3.610 0.453 -0.0366

***

12
Properties=species:S:1:pos:R:3:lowdin_charge:R:1 method="wB97M-V/def2-TZVPD" smiles=N[C@@H](I)N[NH3+] energy_ev=-13712.882 total_charge=+1 homo_lumo_gap_ev=9.53 homo_ev=-13.346 lumo_ev=-3.821 relative_energy_kcal_mol=73.3
N -0.841 -0.321 1.025 0.0538
C -0.489 0.731 0.177 -0.8756
I -0.485 2.834 0.818 0.8220
N 0.824 0.404 -0.249 -0.1103
N 0.677 -0.775 -1.028 0.1738
H -0.206 -0.429 1.786 0.1014
H -1.748 -0.328 1.262 0.0557
H -1.080 0.718 -0.675 0.0591
H 1.466 0.250 0.617 0.1836
H 0.232 -1.463 -0.440 0.1467
H 0.132 -0.467 -1.888 0.2175
H 1.520 -1.155 -1.406 0.1722